Record 1
The following is a DFT calculation (ωB97M-V/def2-TZVPD) of a molecular structure, C31H45BiClF5OP.

For the energy, the calculation gives -76160.7738 eV. Its frontier orbital gap is 5.47 eV. The value obtained for the lowest unoccupied orbital energy is 0.0965 hartree. The value obtained for the molecular weight is 804.10 g/mol. As for the charge: -1. The value obtained for the highest occupied orbital energy is -2.8 eV.

The geometry in XYZ format:
```
85
Properties=species:S:1:pos:R:3:forces:R:3:mulliken_charge:R:1
Bi 0.3290 -1.8060 1.4306 1.515 5.804 -3.879 1.151
Cl 1.5821 -0.5862 3.3717 0.470 0.221 0.512 -0.584
P 0.8422 0.7471 -0.3805 -0.582 0.622 -0.490 -0.747
C 0.4696 -3.7231 1.9165 0.373 -4.068 1.305 -1.428
H -0.0656 -4.5043 1.3713 -0.154 0.309 0.416 0.291
H 1.1013 -4.0842 2.7249 -0.062 0.125 -0.131 0.394
C -0.5579 1.7171 -1.1698 0.486 0.140 0.233 0.259
C 1.9802 0.1838 -1.7614 -0.169 0.349 0.367 -0.416
C -1.3311 0.8281 -2.1567 -0.114 -0.097 0.042 0.441
H -1.2123 1.8942 -0.2940 0.068 -0.058 -0.241 0.594
C -2.6457 1.4936 -2.5819 0.125 0.008 0.119 -0.712
H -0.7130 0.6478 -3.0509 -0.122 0.096 0.159 0.158
H -1.5334 -0.1560 -1.7072 0.110 0.291 -0.092 -1.148
C -2.4370 2.9130 -3.1223 0.068 -0.053 -0.053 -0.773
H -3.1342 0.8705 -3.3409 -0.024 0.109 0.110 0.403
H -3.3170 1.5245 -1.7123 0.075 -0.002 -0.096 0.338
C -1.5568 3.7783 -2.2124 0.057 -0.015 0.098 -0.977
H -1.9754 2.8531 -4.1172 0.019 -0.012 0.074 0.326
H -3.4103 3.3988 -3.2582 0.097 -0.009 -0.053 0.403
C -0.2509 3.0812 -1.7938 -0.218 0.153 -0.230 -0.326
H -1.3198 4.7259 -2.7115 -0.103 -0.051 0.054 0.396
H -2.1223 4.0272 -1.3037 0.049 -0.014 -0.062 0.383
H 0.3930 2.9562 -2.6762 -0.172 0.030 0.181 0.129
H 0.2956 3.7273 -1.0933 -0.150 -0.160 -0.173 0.055
C 1.8083 1.9347 0.7129 0.044 -0.314 -0.522 0.756
C 2.2011 1.1038 -2.9626 0.329 -0.026 -0.223 -0.679
H 2.9464 0.0731 -1.2335 -0.119 -0.077 -0.143 0.801
C 3.3171 0.5341 -3.8551 -0.015 0.015 0.056 -0.947
H 1.2751 1.1798 -3.5530 0.183 -0.046 0.172 0.271
H 2.4684 2.1232 -2.6486 -0.076 -0.278 -0.083 0.201
C 3.0666 -0.9182 -4.2864 -0.125 0.032 -0.053 -0.698
H 3.4336 1.1689 -4.7420 0.072 -0.089 0.065 0.389
H 4.2640 0.5835 -3.2999 -0.077 0.016 -0.025 0.357
C 2.6363 -1.8325 -3.1339 -0.027 0.087 0.163 -0.867
H 2.2902 -0.9326 -5.0629 0.016 0.033 0.090 0.297
H 3.9760 -1.3205 -4.7479 -0.109 0.043 -0.040 0.412
C 1.5426 -1.2072 -2.2590 0.106 -0.064 0.011 0.210
H 2.2821 -2.7941 -3.5243 0.117 0.104 0.026 0.408
H 3.5057 -2.0453 -2.4970 -0.057 0.006 -0.054 0.354
H 0.6118 -1.1127 -2.8407 0.202 -0.037 0.210 0.172
H 1.3054 -1.8727 -1.4151 0.044 0.194 -0.324 -0.264
C 0.8706 2.7652 1.6071 0.089 -0.033 -0.058 0.108
H 2.3243 1.2166 1.3798 -0.045 0.300 -0.136 0.557
C 1.6718 3.5525 2.6544 0.052 -0.228 -0.046 -0.809
H 0.2848 3.4657 0.9927 0.091 -0.115 0.099 0.234
H 0.1591 2.1025 2.1196 0.116 0.084 -0.126 -0.650
C 2.7819 4.4057 2.0303 -0.123 0.003 -0.113 -0.685
H 0.9896 4.1899 3.2289 0.106 -0.063 -0.004 0.398
H 2.1132 2.8326 3.3577 -0.060 0.081 -0.096 0.321
C 3.6605 3.6220 1.0483 0.059 -0.166 0.003 -0.975
H 2.3282 5.2583 1.5077 0.003 -0.064 -0.019 0.290
H 3.4095 4.8251 2.8252 -0.060 0.017 -0.094 0.358
C 2.8565 2.8087 0.0205 0.008 0.355 0.179 -0.370
H 4.3326 4.3094 0.5211 -0.001 -0.052 0.103 0.392
H 4.2942 2.9261 1.6147 -0.061 0.060 -0.029 0.394
H 2.3654 3.5006 -0.6825 0.098 -0.148 0.141 0.135
H 3.5475 2.1917 -0.5714 -0.152 0.122 0.120 0.236
C -1.7992 -1.6012 2.4830 -0.409 1.631 -1.382 -0.322
C -1.0516 -2.7285 2.8878 -2.636 -5.863 3.647 0.321
H -2.4961 -1.7108 1.6465 0.245 -0.277 0.451 0.001
C -0.6464 -2.8520 4.3969 -0.167 -0.095 -0.284 -0.712
H -1.5946 -3.6578 2.6004 0.222 0.708 0.478 0.448
C -1.5952 -2.0481 5.3027 -0.140 -0.060 -0.411 -1.037
H -0.6849 -3.9165 4.6626 0.078 0.164 -0.127 0.333
H 0.3821 -2.5164 4.5620 -0.205 0.022 -0.078 0.355
C -1.6415 -0.5918 4.8430 0.243 0.230 -0.124 -0.636
H -2.5989 -2.4862 5.2408 -0.017 0.005 0.013 0.333
H -1.2879 -2.1156 6.3579 0.045 0.003 -0.298 0.444
C -2.1082 -0.4333 3.3704 0.310 0.607 0.558 -0.450
H -2.3025 -0.0024 5.4948 0.161 -0.082 -0.105 0.447
H -0.6252 -0.1806 4.9339 -0.281 -0.073 0.028 0.164
H -3.1977 -0.2469 3.3742 0.278 -0.266 -0.145 0.445
H -1.6628 0.4837 2.9623 -0.097 0.192 0.206 -0.207
F -4.6702 -6.1096 -0.2200 -0.340 -0.388 -0.012 -0.348
C -3.8411 -5.0935 -0.4728 0.671 0.819 -0.253 0.298
C -2.5431 -5.3401 -0.9588 -1.176 -0.815 0.288 0.473
F -2.1763 -6.6179 -1.2278 -0.159 0.476 0.126 -0.342
C -1.6655 -4.3128 -1.1262 0.509 1.088 -0.057 -0.269
F -0.4017 -4.5423 -1.5739 -0.601 -0.022 0.335 -0.346
C -2.0197 -2.9797 -0.7669 0.354 0.229 0.516 0.539
O -1.1313 -2.0523 -0.6149 -0.124 -0.326 -0.438 0.004
C -3.3942 -2.7407 -0.4670 0.967 0.840 -0.251 -0.285
F -3.7988 -1.4460 -0.3036 0.147 -0.796 0.089 -0.388
C -4.2598 -3.7686 -0.2562 -0.625 -1.292 0.080 0.360
F -5.5185 -3.5378 0.1935 0.480 -0.126 -0.274 -0.341
```
Forces are in eV/Å.


Record 2
The following is a DFT calculation (ωB97M-V/def2-TZVPD) of a single C31H45F4NO2 molecule.

For the energy, the calculation gives -49333.4689 eV. As for the SMILES: CCCCCCCCCCCCCCCCc1cc(F)c2c(c1N)C(=O)C(CC)=C(CCC(F)(F)F)C2=O. Its frontier orbital gap is 8.19 eV. The value obtained for the lowest unoccupied orbital energy is -0.0437 hartree. The value obtained for the molecular weight is 539.70 g/mol. The value obtained for the highest occupied orbital energy is -9.4 eV.

The geometry in XYZ format:
```
83
Properties=species:S:1:pos:R:3:forces:R:3:mulliken_charge:R:1
C -3.8727 8.8561 3.3833 0.038 -0.041 0.078 -1.325
C -3.8708 7.4710 2.7472 -0.070 -0.021 0.126 -0.389
C -4.5450 6.4141 3.6236 0.165 0.067 -0.138 -0.553
C -4.7407 5.0719 2.9092 0.034 -0.029 0.031 -0.816
C -4.7435 3.8507 3.8492 0.097 0.137 0.061 -0.989
C -3.4459 3.0296 3.7993 -0.083 0.050 -0.042 -0.759
C -3.4278 1.9189 2.7277 -0.044 0.118 0.017 -0.660
C -2.9411 0.5442 3.2236 0.058 0.098 -0.149 -0.762
C -2.0072 -0.1651 2.2411 -0.075 -0.054 0.164 -0.568
C -1.8253 -1.6485 2.5380 0.062 -0.129 0.016 -0.723
C -1.0126 -2.3885 1.4706 -0.092 -0.047 0.103 -0.522
C -0.3350 -3.6519 1.9911 -0.001 0.038 -0.095 -0.907
C 0.5468 -4.3442 0.9613 0.115 -0.111 0.026 0.216
C 1.3409 -5.5163 1.5389 -0.156 -0.021 -0.107 -0.839
C 2.1597 -6.2625 0.4818 0.005 0.208 0.064 -0.703
C 3.4726 -5.5406 0.1110 -0.006 -0.030 -0.078 -1.327
C 3.3517 -4.6447 -1.0944 -0.045 0.066 0.117 0.427
C 3.0836 -5.2214 -2.3225 0.008 -0.134 -0.003 -0.338
C 2.9436 -4.4474 -3.4501 0.005 0.164 -0.003 -0.051
F 2.6663 -5.0736 -4.5917 -0.032 -0.110 -0.128 -0.339
C 3.0642 -3.0639 -3.4048 0.006 -0.006 0.002 -0.156
C 3.3505 -2.4723 -2.1646 0.033 0.042 0.021 0.279
C 3.4903 -3.2504 -1.0053 -0.032 -0.031 -0.043 0.072
N 3.7427 -2.7082 0.2939 0.080 -0.008 0.046 -0.451
C 3.4972 -0.9833 -2.1154 -0.043 0.013 0.130 0.581
O 3.8979 -0.4147 -1.1163 -0.040 0.040 -0.105 -0.689
C 3.1076 -0.1542 -3.2992 0.042 -0.093 -0.138 0.494
C 3.1312 1.3293 -3.0686 0.060 0.185 -0.048 -0.643
C 4.5403 1.9224 -2.8351 -0.138 -0.037 -0.262 -1.332
C 2.7712 -0.7418 -4.4581 0.038 -0.022 0.053 0.119
C 2.3134 -0.0254 -5.7007 0.059 0.007 -0.068 -1.593
C 0.7857 -0.0492 -5.8629 0.035 -0.286 0.160 -0.735
C 0.0468 1.0404 -5.1297 0.168 0.169 0.261 0.873
F -1.2057 1.1795 -5.5916 -0.009 -0.024 0.060 -0.293
F -0.0423 0.7898 -3.8002 0.019 0.028 -0.248 -0.250
F 0.6461 2.2498 -5.2429 -0.146 -0.164 -0.096 -0.282
C 2.8605 -2.2335 -4.6173 -0.026 0.165 0.031 0.649
O 2.7555 -2.7202 -5.7235 -0.042 0.016 0.006 -0.617
H -4.8912 9.1885 3.5937 -0.004 0.020 -0.034 0.329
H -3.3984 9.5976 2.7397 -0.022 0.000 -0.018 0.365
H -3.3299 8.8509 4.3319 -0.019 -0.017 -0.008 0.321
H -2.8379 7.1574 2.5700 -0.020 -0.006 -0.147 0.314
H -4.3713 7.5122 1.7753 0.029 -0.019 -0.021 0.322
H -3.9247 6.2621 4.5127 -0.059 0.032 0.066 0.319
H -5.5098 6.8057 3.9572 -0.014 -0.087 0.150 0.313
H -5.6720 5.1061 2.3413 0.045 0.042 -0.116 0.406
H -3.9269 4.9606 2.1863 -0.065 -0.088 -0.105 0.400
H -4.8906 4.2030 4.8737 -0.094 0.009 -0.007 0.438
H -5.5913 3.2020 3.6200 0.000 -0.060 0.046 0.495
H -2.6208 3.7211 3.6060 0.082 -0.019 0.150 0.282
H -3.2560 2.5953 4.7828 -0.048 -0.083 -0.007 0.453
H -2.8059 2.2345 1.8865 0.014 -0.003 -0.009 0.379
H -4.4401 1.8149 2.3279 0.043 -0.046 -0.079 0.383
H -3.8036 -0.1004 3.4110 -0.008 0.012 0.117 0.279
H -2.4229 0.6742 4.1766 0.001 -0.110 0.047 0.394
H -2.3876 -0.0389 1.2228 0.020 -0.011 -0.034 0.376
H -1.0238 0.3130 2.2904 -0.018 0.092 -0.206 0.332
H -1.3330 -1.7677 3.5100 -0.018 0.056 0.004 0.289
H -2.8063 -2.1242 2.6340 -0.005 -0.005 0.046 0.389
H -1.6845 -2.6657 0.6522 0.116 0.129 -0.140 0.292
H -0.2532 -1.7136 1.0612 0.011 -0.009 -0.037 0.263
H 0.2768 -3.3929 2.8618 -0.057 -0.048 0.060 0.438
H -1.1049 -4.3583 2.3182 0.046 0.014 0.181 0.293
H 1.2418 -3.6180 0.5281 -0.060 0.000 -0.040 -0.280
H -0.0700 -4.7273 0.1412 -0.014 0.114 -0.058 0.322
H 0.6387 -6.2131 2.0089 0.014 0.021 0.003 0.375
H 2.0051 -5.1543 2.3285 -0.004 -0.030 0.046 0.302
H 2.3887 -7.2700 0.8316 0.021 0.023 0.042 0.372
H 1.5382 -6.3651 -0.4128 0.033 -0.188 -0.013 0.462
H 4.2477 -6.2790 -0.1104 -0.030 -0.018 0.001 0.508
H 3.8136 -4.9427 0.9523 0.061 -0.065 0.019 0.388
H 2.9747 -6.2954 -2.4147 -0.005 0.010 -0.025 0.539
H 2.9725 -2.1054 0.5643 0.009 0.044 0.036 0.223
H 4.5404 -2.0867 0.2490 -0.030 0.077 0.005 0.330
H 2.6994 1.8331 -3.9281 -0.159 -0.029 0.070 0.225
H 2.4800 1.5578 -2.2231 0.073 -0.083 0.057 0.470
H 4.5200 2.6507 -2.0282 0.072 -0.043 0.068 0.288
H 4.8737 2.4404 -3.7362 0.039 -0.032 0.019 0.397
H 5.2785 1.1591 -2.6057 0.003 0.003 0.141 0.311
H 2.7162 -0.5581 -6.5595 0.082 -0.019 0.033 0.424
H 2.6960 0.9917 -5.7404 -0.053 0.004 0.004 0.660
H 0.5016 -0.0071 -6.9129 0.036 0.177 -0.006 0.352
H 0.4022 -0.9942 -5.4708 -0.094 0.027 -0.120 0.365
```
Forces are in eV/Å.


Record 3
The following is a DFT calculation (ωB97M-V/def2-TZVPD) of a gas-phase ion, C31H45FN4O2P3 (charge +1).

For the energy, the calculation gives -73487.7160 eV. Its energy above the lowest of the compared OMol25 structures with the same formula, charge and spin is 425.71 kcal per mole. As for the SMILES: C#CCCCc1c([C@@H](C)F)[n+](N)c(P(CC)CC)c2c([PH2]=N)cc(COc3cc(C)ccc3C(C)C)c(P(N)O)c12. Its frontier orbital gap is 5.53 eV. The value obtained for the lowest unoccupied orbital energy is -0.1757 hartree. The value obtained for the molecular weight is 617.65 g/mol. As for the charge: +1. The value obtained for the highest occupied orbital energy is -10.3 eV.

The geometry in XYZ format:
```
86
Properties=species:S:1:pos:R:3:forces:R:3:mulliken_charge:R:1
C 0.9205 5.8289 1.7546 2.335 -2.152 -6.442 -0.440
C 1.2102 5.6378 0.4739 -1.271 0.511 5.693 -0.202
C 1.6560 5.2868 -1.0560 0.624 1.353 1.540 -0.180
C 2.7162 4.0767 -0.9434 -0.188 -0.821 0.996 -0.522
C 2.5291 2.8736 -2.0037 1.311 -0.213 -1.017 -0.862
C 2.4152 1.4635 -1.2681 2.354 -3.176 1.707 0.332
C 3.8169 0.8755 -0.7539 -2.494 -0.156 -0.752 -0.005
C 5.2243 1.6670 -0.8722 0.573 1.365 0.243 0.314
C 5.8417 2.0856 0.5995 -0.890 -0.217 -0.252 -1.043
F 6.2180 0.9470 -1.6932 -1.966 0.804 1.651 -0.369
N 3.9237 -0.4688 -0.1055 -4.627 1.834 -1.403 0.363
N 5.1446 -0.9518 0.2715 0.672 -0.622 0.316 -0.557
C 2.7401 -1.3436 0.1478 1.015 2.855 -1.251 -0.275
P 3.1851 -2.9853 1.0468 -1.804 -1.015 -0.151 0.133
C 3.8441 -2.6618 2.7968 0.706 0.794 1.196 -0.554
C 3.8668 -1.1072 3.2495 0.290 -0.161 1.261 -0.870
C 4.3542 -4.0538 0.0051 2.266 0.212 0.234 -0.536
C 4.5446 -5.5649 0.6225 0.485 0.347 -0.619 -1.005
C 1.3085 -0.8691 -0.2772 0.392 0.263 0.016 0.765
C 0.0534 -1.7906 -0.0234 -2.738 3.549 -1.314 0.245
P 0.0043 -3.5271 0.7156 1.466 -2.318 -1.406 0.267
N 0.7161 -4.5934 -0.2784 -1.083 0.881 0.866 -0.628
C -1.4001 -1.2713 -0.4536 3.542 1.832 -0.252 -0.978
C -1.5685 0.1581 -1.0955 3.006 -0.826 0.758 0.162
C -3.0982 0.5909 -1.4657 0.013 -2.033 0.179 -0.408
O -3.7814 1.2533 -0.3477 -0.485 -2.025 -0.195 -0.259
C -4.5874 0.3227 0.3969 -2.099 -2.659 2.949 0.283
C -4.0814 -0.1196 1.8205 -2.347 -0.955 -0.938 -0.458
C -4.8587 -1.0934 2.7864 -1.033 0.863 -3.248 0.424
C -4.1861 -1.4093 4.2342 -0.523 1.052 -0.791 -1.082
C -6.2510 -1.6615 2.2975 2.372 2.501 -2.304 -0.551
C -6.7903 -1.2474 0.8462 3.233 1.210 1.852 -0.717
C -5.9668 -0.2499 -0.1023 0.640 -0.809 2.464 0.254
C -6.6128 0.1072 -1.5307 -1.090 -0.250 0.071 0.371
C -6.3951 1.6336 -2.0173 0.019 0.066 -0.566 -1.092
C -6.2007 -0.9996 -2.6806 -0.421 -0.293 1.155 -1.012
C -0.2971 1.1103 -1.3598 -2.463 -4.716 1.616 -0.062
P -0.7881 2.7897 -2.0786 0.650 2.104 -0.399 -0.084
N -1.4002 2.4682 -3.7402 0.251 -0.903 2.059 -0.600
O -2.0675 3.5337 -1.1436 0.310 -1.973 -2.718 -0.432
C 1.1380 0.5809 -0.9788 -0.279 0.328 -0.050 0.363
H 0.9149 5.6535 2.9019 -0.210 0.734 -2.769 0.317
H 2.2330 6.2069 -1.4648 -1.144 -1.437 0.744 0.376
H 0.7637 5.1011 -1.7517 1.335 0.020 1.395 0.177
H 2.5963 3.6065 0.1195 0.183 0.908 -1.914 0.347
H 3.8250 4.4319 -0.9830 -2.100 -0.304 -0.055 0.225
H 1.7636 3.0752 -2.8484 0.873 -0.531 1.988 0.465
H 3.5203 2.8300 -2.6287 -1.759 -0.180 1.225 0.472
H 5.1420 2.7007 -1.3851 -0.390 -2.164 0.456 0.196
H 5.1776 1.5430 1.3688 1.443 0.854 -0.808 0.216
H 6.9604 1.8352 0.6705 -1.834 0.177 -0.100 0.321
H 5.7078 3.2270 0.8023 0.198 -2.112 -0.629 0.320
H 5.5501 -0.5376 1.1118 -0.326 -0.005 -0.606 0.070
H 5.7963 -1.1596 -0.4874 -0.461 0.498 0.257 0.258
H 4.9042 -3.0900 2.9757 -1.686 0.586 -0.517 0.418
H 3.1385 -3.2097 3.5493 1.167 0.805 -1.711 0.375
H 3.6159 -1.0760 4.3903 0.474 0.017 -2.077 0.390
H 4.9484 -0.6837 3.1762 -2.020 -0.527 -0.104 0.194
H 3.0824 -0.4388 2.7399 1.314 -1.037 0.585 0.186
H 5.4135 -3.5660 0.0891 -1.870 -0.793 -0.353 0.234
H 4.0656 -4.0606 -1.1075 0.132 -0.005 1.860 0.370
H 4.4016 -5.5909 1.7655 -0.070 -0.042 -1.879 0.300
H 3.8883 -6.3098 0.0448 0.775 1.193 1.290 0.268
H 5.6498 -5.8728 0.4297 -1.936 0.582 0.302 0.331
H -1.3568 -4.0134 0.8889 0.607 1.296 0.173 0.095
H 0.6328 -3.4918 2.0300 -0.883 0.539 -0.873 0.109
H 0.0367 -5.3219 -0.5605 0.470 0.634 0.197 0.218
H -2.3564 -1.9214 -0.3039 2.057 1.218 -0.192 0.163
H -3.1924 1.1513 -2.4623 0.252 -0.359 1.808 0.181
H -3.6734 -0.4165 -1.6145 1.216 1.714 -0.017 0.156
H -3.0766 0.3202 2.1804 -1.803 -0.767 -0.676 0.274
H -4.5386 -0.5443 4.9292 0.617 -1.698 -0.993 0.281
H -4.4890 -2.4293 4.6680 0.399 1.652 -0.785 0.332
H -3.0351 -1.3287 4.1546 -1.938 -0.245 0.057 0.269
H -6.8344 -2.3510 3.0171 0.940 1.267 -1.554 0.305
H -7.8268 -1.6672 0.5209 2.169 0.982 0.486 0.263
H -7.7670 -0.0283 -1.4065 2.122 0.246 0.076 0.587
H -7.3030 2.0504 -2.6202 1.498 -1.064 1.078 0.342
H -6.2498 2.3628 -1.1351 0.023 -1.291 -1.440 0.253
H -5.5026 1.6502 -2.7701 -1.395 0.258 1.551 0.134
H -7.1581 -1.4832 -3.1418 1.825 1.148 0.600 0.296
H -5.6846 -1.8667 -2.0994 -0.593 1.472 -1.338 0.256
H -5.5281 -0.5151 -3.4759 -1.000 -0.976 1.133 0.238
H -1.6162 1.4656 -3.8643 0.226 0.854 -0.401 0.281
H -0.7316 2.8199 -4.4429 -0.541 -0.365 0.656 0.292
H -2.8482 3.6214 -1.7663 0.920 -0.181 1.115 0.358
```
Forces are in eV/Å.